Computed, not measured: a single C22H27N3O3 molecule, with ωB97M-V/def2-TZVPD.

Results
Relative energy (zero: lowest compared OMol25 entry of this formula, charge and spin)   2.162 eV
HOMO level   -8.70 eV
Gap between HOMO and LUMO   0.34844 Ha
E_LUMO   0.785 eV
DFT total energy   -33866.08914 eV

```
55
Properties=species:S:1:pos:R:3:mulliken_charge:R:1
C -2.041 2.017 -3.822 -1.2840
C -0.726 1.597 -3.180 -0.3640
C -0.946 0.624 -2.007 0.1202
O 0.272 0.034 -1.586 -0.1802
C 0.906 -0.889 -2.374 0.2432
C 2.225 -1.167 -2.013 -0.1788
C 2.946 -2.120 -2.701 -0.6377
C 2.370 -2.803 -3.760 -0.5857
C 1.067 -2.520 -4.124 -0.6586
C 0.329 -1.568 -3.440 -0.3247
C -1.529 1.403 -0.820 -0.0080
O -2.710 1.669 -0.752 -0.6664
N -0.588 1.754 0.083 0.1792
C -0.773 2.408 1.305 0.3878
C -1.809 3.308 1.522 -0.4867
C -1.922 3.943 2.746 -0.6271
C -1.008 3.693 3.757 -0.6710
C 0.013 2.781 3.553 -0.0640
C 0.130 2.125 2.337 0.2660
C 1.224 1.132 2.077 -0.0586
O 2.176 1.401 1.360 -0.6663
N 1.080 -0.069 2.677 0.1194
C -0.142 -0.551 3.275 -0.9530
C -0.830 -1.523 2.314 -0.2832
N 0.067 -2.624 2.013 -0.1747
C -0.572 -3.629 1.193 -0.9689
C 1.281 -2.123 1.392 -0.2633
C 1.982 -1.150 2.339 -1.3639
H -2.712 2.432 -3.075 0.3045
H -1.861 2.768 -4.587 0.3956
H -2.532 1.164 -4.284 0.3182
H -0.088 1.106 -3.919 0.4532
H -0.189 2.472 -2.807 0.3296
H -1.681 -0.142 -2.287 0.4265
H 2.662 -0.616 -1.194 0.4871
H 3.966 -2.327 -2.412 0.4143
H 2.935 -3.547 -4.300 0.3934
H 0.610 -3.043 -4.951 0.3910
H -0.686 -1.369 -3.745 0.3606
H 0.348 1.400 -0.085 0.1779
H -2.517 3.498 0.733 0.4687
H -2.726 4.645 2.907 0.3964
H -1.094 4.202 4.705 0.4077
H 0.724 2.569 4.339 0.4647
H 0.114 -1.082 4.198 0.4214
H -0.806 0.281 3.509 0.4609
H -1.130 -0.977 1.399 0.0362
H -1.730 -1.925 2.784 0.5448
H -0.878 -3.242 0.208 0.2774
H -1.455 -4.003 1.710 0.3395
H 0.120 -4.455 1.040 0.3395
H 1.061 -1.608 0.441 0.0340
H 1.940 -2.968 1.181 0.6248
H 2.268 -1.668 3.259 0.3502
H 2.866 -0.720 1.865 0.5348
```

=====

Computed, not measured: a single C22H27N3O4S molecule, with ωB97M-V/def2-TZVPD.

Results
Relative energy (zero: lowest compared OMol25 entry of this formula, charge and spin)   1.118 eV
HOMO level   -8.88 eV
Gap between HOMO and LUMO   0.33984 Ha
E_LUMO   0.372 eV
DFT total energy   -46748.54569 eV

```
57
Properties=species:S:1:pos:R:3:mulliken_charge:R:1
C 3.843 -5.914 -2.289 -1.3275
C 2.554 -5.551 -1.586 0.9023
O 1.741 -6.389 -1.264 -0.6171
N 2.380 -4.222 -1.303 0.1855
C 1.349 -3.705 -0.519 0.0703
C 0.193 -4.330 -0.077 -1.3637
C -0.683 -3.594 0.708 -0.2913
C -0.403 -2.280 1.031 -0.3661
S -1.545 -1.344 2.032 1.4832
O -2.547 -2.217 2.573 -0.7384
O -0.801 -0.518 2.943 -0.7295
N -2.205 -0.284 0.886 0.2229
C -2.977 -0.985 -0.116 -1.0156
C -2.927 0.812 1.509 -1.3889
C -2.885 2.054 0.620 1.0581
O -3.908 2.495 0.124 -0.6592
N -1.680 2.612 0.402 0.1760
C -0.421 2.184 0.959 -0.7223
C -1.597 3.796 -0.440 -1.3380
C -1.277 5.024 0.371 0.4844
C -2.150 5.426 1.376 -0.1288
C -1.867 6.538 2.146 -0.6700
C -0.709 7.264 1.919 -0.3858
C 0.164 6.871 0.920 -0.5540
C -0.117 5.753 0.152 -0.3527
C 0.757 -1.652 0.602 -0.3572
C 1.630 -2.375 -0.176 0.7014
C 2.961 -1.986 -0.745 -1.0315
C 3.247 -3.124 -1.742 -0.2069
C 2.865 -2.700 -3.161 -1.3980
H 3.947 -5.397 -3.238 0.2940
H 3.834 -6.986 -2.467 0.3609
H 4.695 -5.671 -1.658 0.3118
H -0.009 -5.357 -0.329 0.5538
H -1.593 -4.032 1.087 0.5259
H -2.317 -1.675 -0.639 0.2949
H -3.380 -0.261 -0.822 0.3872
H -3.800 -1.549 0.336 0.3609
H -3.982 0.555 1.669 0.3515
H -2.467 1.011 2.479 0.5945
H 0.249 1.881 0.148 0.2305
H 0.041 3.019 1.492 0.3756
H -0.541 1.350 1.642 0.1777
H -0.832 3.634 -1.206 0.4309
H -2.572 3.910 -0.920 0.4021
H -3.054 4.859 1.544 0.4054
H -2.551 6.842 2.924 0.3814
H -0.488 8.134 2.520 0.3765
H 1.069 7.434 0.739 0.3694
H 0.569 5.449 -0.626 0.3239
H 0.952 -0.635 0.899 0.5500
H 2.941 -1.015 -1.237 0.4105
H 3.710 -1.948 0.050 0.3032
H 4.293 -3.434 -1.711 0.4616
H 3.522 -1.903 -3.501 0.3823
H 1.839 -2.340 -3.172 0.3631
H 2.941 -3.530 -3.858 0.3792
```

=====

> Which value of HOMO level does entry 1 give?

-8.70 eV

=====

> Among the records above, which one has the highest HOMO level?

C22H27N3O3